Computed, not measured: a single C4H8N2OS molecule at a distorted geometry, with wB97M-V/def2-TZVPD.

Results
- Energy above the lowest of the compared OMol25 structures with the same formula, charge and spin: 2.449 eV
- Orbital gap: 9.77 eV
- Highest occupied orbital energy: -9.0 eV
- Calculated total energy: -740.07201 a.u.
- Multiplicity: 1

Bonds (Å) are listed after each position.
Positions of all 16 atoms, in Å:
1 N -0.7822 1.9950 -0.1061  C2 1.343, H9 0.993, H10 1.074
2 C -1.6117 0.9519 0.0598  N1 1.343, O3 1.201, N4 1.692
3 O -2.7233 0.9421 0.5134  C2 1.201
4 N -0.8510 -0.4951 -0.3764  C2 1.692, S5 1.686, C6 1.454
5 S -1.8009 -1.8643 -0.1177  N4 1.686, H11 1.320
6 C 0.2880 -0.4131 0.5237  N4 1.454, C7 1.571, C8 1.553, H12 1.122
7 C 1.5145 -1.3159 0.1389  C6 1.571, C8 1.485, H13 1.058, H14 1.035
8 C 1.6200 0.1552 -0.0373  C6 1.553, C7 1.485, H15 1.083, H16 1.095
9 H -0.1691 2.1720 -0.8675  N1 0.993
10 H -1.2165 2.9296 0.1960  N1 1.074
11 H -1.6424 -2.2906 -1.3563  S5 1.320
12 H 0.1849 -0.0750 1.5888  C6 1.122
13 H 1.1909 -1.9167 -0.6690  C7 1.058
14 H 1.8752 -1.9340 0.8864  C7 1.035
15 H 2.2725 0.6512 0.6707  C8 1.083
16 H 1.8511 0.5077 -1.0475  C8 1.095